No. 1
18
Properties=species:S:1:pos:R:3:mulliken_charge:R:1 method="wB97M-V/def2-TZVPD" relative_energy_kcal_mol=44.2 gap_ev=10.9 lumo_energy_ev=-0.054 energy_ha=-458.60205 smiles=O.O.O.O.O.O molar_mass_da=108.090
H -0.244 0.970 -0.545 0.285
H -0.206 0.231 -1.872 0.303
H -1.368 0.117 0.988 0.318
H -2.738 0.176 0.333 0.399
H -4.630 0.376 0.444 0.322
H -5.457 -0.381 -0.582 0.309
H 3.303 -2.489 -0.937 0.292
H 2.585 -1.268 -1.489 0.303
H 2.931 2.195 0.725 0.315
H 3.821 1.113 0.136 0.328
H 1.664 -0.409 0.761 0.263
H 0.736 -0.535 1.958 0.313
O -0.817 0.577 -1.212 -0.614
O -2.308 0.044 1.185 -0.662
O -4.640 0.121 -0.485 -0.667
O 2.620 -1.845 -0.718 -0.582
O 3.627 2.055 0.073 -0.637
O 1.120 -1.047 1.237 -0.590

No. 2
18
Properties=species:S:1:pos:R:3:mulliken_charge:R:1 method="wB97M-V/def2-TZVPD" relative_energy_kcal_mol=27.4 gap_ev=10.7 lumo_energy_ev=0.175 energy_ha=-458.62885 smiles=O.O.O.O.O.O molar_mass_da=108.090
O 1.118 -1.777 -2.510 -0.585
H 1.533 -2.219 -3.230 0.296
H 1.265 -0.840 -2.675 0.312
O -1.209 -1.719 0.308 -0.627
H -0.289 -1.409 0.549 0.382
H -1.022 -2.341 -0.356 0.261
O -2.184 1.325 -1.215 -0.623
H -2.953 1.152 -0.667 0.326
H -1.531 1.498 -0.524 0.339
O 1.350 -0.610 0.457 -0.667
H 1.028 0.284 0.167 0.394
H 1.973 -0.941 -0.211 0.261
O 0.198 2.148 0.302 -0.668
H 0.335 2.901 -0.256 0.286
H 0.210 2.471 1.221 0.315
O -0.083 0.297 3.095 -0.621
H 0.793 0.242 2.793 0.308
H -0.533 -0.463 2.752 0.310

No. 3
18
Properties=species:S:1:pos:R:3:mulliken_charge:R:1 method="wB97M-V/def2-TZVPD" relative_energy_kcal_mol=57.8 gap_ev=12.6 lumo_energy_ev=1.088 energy_ha=-458.58040 smiles=O.O.O.O.O.O molar_mass_da=108.090
O -2.949 2.787 15.586 -0.655
H -3.019 3.735 15.542 0.328
H -3.454 2.089 15.983 0.327
O -0.384 -0.541 -2.477 -0.642
H -0.475 -0.941 -1.614 0.321
H -0.786 -0.998 -3.211 0.321
O -2.068 -12.952 3.443 -0.642
H -2.423 -13.836 3.294 0.322
H -1.862 -12.551 2.596 0.320
O -1.709 3.514 -13.873 -0.640
H -2.450 3.862 -14.369 0.320
H -1.227 2.888 -14.414 0.320
O 9.801 -3.013 -4.732 -0.642
H 9.804 -3.944 -4.974 0.320
H 9.246 -2.567 -5.385 0.322
O -2.335 11.052 2.842 -0.640
H -1.414 11.327 2.905 0.320
H -2.295 10.089 2.860 0.320

No. 4
18
Properties=species:S:1:pos:R:3:mulliken_charge:R:1 method="wB97M-V/def2-TZVPD" relative_energy_kcal_mol=115.0 gap_ev=9.9 lumo_energy_ev=0.097 energy_ha=-458.48920 molar_mass_da=108.090
O 1.271 -1.469 -0.875 -0.561
H 1.669 -2.329 -1.012 0.282
H 0.568 -1.425 -1.524 0.309
O 1.220 0.629 -0.751 -0.782
H 2.013 0.690 -0.218 0.313
H 1.307 -0.203 -1.216 0.457
O 0.876 2.030 -2.424 -0.719
H 0.055 1.955 -2.909 0.267
H 0.690 1.631 -1.574 0.418
O -1.465 -1.874 0.443 -0.722
H -1.915 -1.421 -0.270 0.267
H -0.705 -1.324 0.634 0.441
O -0.208 -0.056 0.737 -0.711
H -0.437 0.727 1.238 0.308
H 0.238 0.279 -0.041 0.465
O -1.459 0.980 3.138 -0.648
H -2.154 1.102 3.784 0.294
H -1.564 0.076 2.841 0.323

No. 5
18
Properties=species:S:1:pos:R:3:mulliken_charge:R:1 method="wB97M-V/def2-TZVPD" relative_energy_kcal_mol=33.9 gap_ev=10.4 lumo_energy_ev=-0.266 energy_ha=-458.61852 smiles=O.O.O.O.O.O molar_mass_da=108.090
O -2.364 2.893 2.353 -0.623
H -1.833 3.668 2.142 0.305
H -1.737 2.159 2.352 0.326
O 0.972 -0.520 -1.884 -0.607
H 1.457 0.177 -1.425 0.288
H 1.296 -0.493 -2.793 0.282
O 0.753 2.783 1.368 -0.621
H 0.316 3.459 0.835 0.321
H 1.650 2.736 1.019 0.289
O 0.471 -2.999 0.768 -0.641
H 1.290 -2.761 1.213 0.298
H -0.025 -2.164 0.710 0.376
O -0.620 -2.878 -2.257 -0.607
H 0.125 -2.433 -1.826 0.319
H -0.214 -3.494 -2.875 0.294
O -0.552 -0.299 0.400 -0.685
H -0.479 -0.499 -0.552 0.382
H -0.504 0.663 0.454 0.301

No. 6
18
Properties=species:S:1:pos:R:3:mulliken_charge:R:1 method="wB97M-V/def2-TZVPD" relative_energy_kcal_mol=11.1 spin_multiplicity=2 s2=0.755 gap_ev="12.0 / 3.8" total_charge=+1 lumo_energy_ev="-3.238 / -10.741" energy_ha=-458.25395 molar_mass_da=108.090
O 0.900 2.465 -0.197 -0.089
H 1.398 1.651 -0.125 0.425
H 0.251 2.412 0.505 0.463
O 2.291 -1.169 1.380 -0.581
H 2.969 -1.710 0.977 0.363
H 1.639 -1.048 0.690 0.412
O -0.188 -1.253 -3.500 -0.642
H -0.050 -0.481 -4.048 0.322
H 0.103 -1.987 -4.041 0.319
O -1.861 -0.519 1.416 -0.728
H -2.753 -0.761 1.664 0.312
H -1.303 -1.012 2.018 0.360
O -1.094 2.017 1.567 -0.736
H -1.197 2.138 2.510 0.316
H -1.439 1.140 1.398 0.456
O 0.451 -0.547 -0.562 -0.655
H 0.258 -0.535 -1.500 0.348
H -0.374 -0.804 -0.151 0.335

No. 7
18
Properties=species:S:1:pos:R:3:mulliken_charge:R:1 method="wB97M-V/def2-TZVPD" relative_energy_kcal_mol=10.0 spin_multiplicity=2 s2=0.759 gap_ev="11.1 / 4.0" total_charge=+1 lumo_energy_ev="-3.875 / -11.063" energy_ha=-458.25561 molar_mass_da=108.090
O 2.067 1.194 1.275 -0.717
H 2.557 0.550 1.796 0.315
H 1.135 1.031 1.491 0.388
O -1.170 -2.232 0.938 -0.577
H -0.266 -2.613 0.960 0.398
H -1.335 -2.177 -0.041 0.411
O -0.652 0.368 1.625 -0.764
H -0.837 -0.555 1.371 0.415
H -1.417 0.644 2.142 0.319
O -1.084 -1.548 -1.497 -0.384
H -0.953 -0.496 -1.340 0.492
H -1.907 -1.689 -2.020 0.450
O -0.860 0.863 -1.114 -0.728
H -0.821 0.862 -0.126 0.473
H -0.030 1.362 -1.395 0.465
O 1.602 1.764 -1.359 -0.714
H 2.067 1.398 -0.575 0.396
H 1.904 1.272 -2.130 0.362

No. 8
19
Properties=species:S:1:pos:R:3:mulliken_charge:R:1 method="wB97M-V/def2-TZVPD" relative_energy_kcal_mol=104.7 gap_ev=1.9 total_charge=+3 lumo_energy_ev=-18.680 energy_ha=-629.66662 molar_mass_da=312.473
Tl -0.756 -0.133 -0.711 0.972
O 2.737 -3.142 -0.899 -0.426
H 3.511 -2.762 -0.483 0.378
H 3.005 -4.029 -1.139 0.392
O -0.885 3.521 2.124 -0.449
H -1.758 3.816 2.383 0.384
H -0.288 4.029 2.673 0.386
O -4.529 2.497 -1.347 -0.427
H -5.273 2.474 -1.949 0.392
H -4.686 3.267 -0.801 0.384
O -1.829 -3.629 -3.562 -0.426
H -1.748 -3.635 -4.516 0.395
H -2.526 -4.259 -3.377 0.395
O 3.641 1.280 -0.205 -0.444
H 4.058 2.111 -0.432 0.387
H 4.137 0.961 0.549 0.382
O 0.898 -0.742 3.547 -0.446
H 0.746 -0.227 4.340 0.385
H 1.546 -1.397 3.806 0.386